[1]
This record from the Open Molecules 2025 dataset describes a single C9H12 molecule at a distorted geometry. The level of theory is wB97M-V/def2-TZVPD.

energy relative to the best compared isomer or geometry (same formula, charge and spin)	111.2	kJ/mol
HOMO level	-9.59	eV
SMILES string	C[C@@H]1[C@@H]2[C@H]3C[C@H]4[C@@H]2[C@H]4[C@@H]13
calculated total energy	-350.062522	a.u.

Positions of all 21 atoms, in Å:
H1 -2.257 2.190 -0.665
C1 -0.365 -0.901 -0.340
H2 -0.769 -0.577 1.908
C2 1.469 0.487 -0.406
C3 1.263 0.024 1.014
H3 2.896 -1.210 0.032
H4 2.279 1.124 -0.761
H5 0.720 -2.674 0.261
H6 1.720 0.421 1.922
H7 -2.735 1.487 0.886
H8 -2.700 0.455 -0.514
H9 -0.162 0.754 -1.915
H10 -1.327 -1.189 -0.554
C4 1.851 -0.874 -0.004
H11 0.867 -2.288 -1.479
C5 -0.258 -0.220 1.005
C6 0.782 -1.856 -0.430
C7 0.037 0.469 -0.920
C8 -0.761 1.083 0.280
H12 -0.351 1.999 0.703
C9 -2.198 1.297 -0.023

[2]
This record from the Open Molecules 2025 dataset describes C9H12AlClN as an isolated structure at a distorted geometry. The level of theory is wB97M-V/def2-TZVPD.

energy relative to the best compared isomer or geometry (same formula, charge and spin)	0.0	kJ/mol
HOMO level	-2.88	eV
net charge	-1
calculated total energy	-1107.544265	a.u.

Positions of all 24 atoms, in Å:
H1 -1.726 1.271 -1.629
C1 -1.105 1.361 -0.747
H2 -1.608 1.977 0.021
C2 0.280 1.870 -1.055
Cl1 0.720 -0.828 2.737
C3 -0.708 0.002 2.186
H3 -1.630 -0.520 2.488
H4 1.979 -2.125 -0.035
C4 0.853 -1.289 -1.815
C5 -0.525 -1.328 -2.133
H5 2.108 1.629 -0.096
C6 -1.230 -1.930 -1.059
C7 0.580 2.698 -2.121
H6 -0.216 3.184 -2.678
N1 1.151 1.266 -0.209
H7 -0.713 1.054 2.518
H8 -2.280 -2.205 -1.052
H9 -0.965 -0.991 -3.067
C8 -0.281 -2.296 -0.044
H10 1.607 2.839 -2.422
H11 1.669 -0.970 -2.475
C9 1.025 -1.811 -0.475
Al1 -0.126 -0.162 0.291
H12 -0.456 -2.981 0.785

[3]
This record from the Open Molecules 2025 dataset describes C9H12B2BaF4N4O4S3 as an isolated structure. The level of theory is wB97M-V/def2-TZVPD.

energy relative to the best compared isomer or geometry (same formula, charge and spin)	146.5	kJ/mol
HOMO level	-8.82	eV
calculated total energy	-2539.563503	a.u.

Positions of all 39 atoms, in Å:
H1 -1.299 -3.691 3.761
O1 -3.122 0.382 1.478
F1 -0.209 -4.297 0.104
H2 -4.098 -0.648 -3.050
N1 -2.220 -0.428 -1.268
S1 3.246 0.944 1.248
N2 0.038 -1.960 1.477
F2 2.109 -4.347 -0.072
F3 -1.864 1.847 0.101
C1 -0.431 -3.045 3.631
C2 -2.877 -1.215 3.678
Ba1 0.060 0.216 -0.013
B1 0.980 -3.577 0.000
C3 3.918 0.917 -0.248
N3 -2.012 -0.389 1.559
O2 -3.307 0.346 -1.038
C4 -2.217 -1.239 -2.254
H3 -2.990 -0.223 4.118
F4 -4.170 2.050 0.265
H4 -0.258 -2.524 4.574
O3 1.128 -2.755 1.272
C5 -0.917 -3.143 -3.449
C6 -1.015 -2.145 -2.342
H5 -2.599 -1.922 4.453
C7 -0.673 -2.068 2.528
H6 -0.043 -3.770 -3.295
S2 3.103 0.705 -1.665
O4 0.932 -2.806 -1.314
H7 -2.947 -1.256 -4.261
H8 0.434 -3.656 3.388
C8 -1.876 -1.160 2.568
N4 -0.179 -2.021 -1.390
C9 -3.326 -1.385 -3.246
H9 -3.854 -1.489 3.277
B2 -3.152 1.155 0.203
H10 -3.765 -2.382 -3.188
H11 -0.839 -2.640 -4.415
S3 5.533 1.083 -0.453
H12 -1.809 -3.769 -3.475